## w
Computed, not measured: 2 unconnected molecules or ions with the total composition C5H11NOS, with wB97M-V/def2-TZVPD.

XYZ file:
```
19
C5H11NOS wB97M-V/def2-TZVPD
C -0.73 0.68 -1.29
C 0.49 1.45 -1.04
C 1.30 0.90 0.19
S 2.03 -0.66 -0.20
C -1.82 0.97 -0.38
N -2.70 -0.13 -0.13
C -2.03 -1.31 0.42
O -2.05 2.04 0.15
H 5.81 -2.52 1.90
H -0.94 -0.13 -1.97
H 0.10 2.45 -0.84
H 1.13 1.38 -1.91
H 0.54 0.71 0.95
H 1.92 1.67 0.64
H 5.71 -2.88 1.29
H -3.34 0.30 0.53
H -2.53 -2.25 0.21
H -1.86 -1.22 1.49
H -1.03 -1.43 -0.02
```

Summary:
HOMO-LUMO gap = 4.777 eV
HOMO energy = -7.91 eV
net charge = 0

Here are the Löwdin charges for atoms 1 to 6, given in e: 0.0572 -0.2317 -0.6885 0.5089 -0.4979 0.0076

***

## x
Computed, not measured: a molecular structure, C5H11NOS, with wB97M-V/def2-TZVPD.

XYZ file:
```
19
C5H11NOS wB97M-V/def2-TZVPD
C 0.69 -1.86 0.73
C -0.52 0.58 -1.04
C 0.23 -0.05 0.19
C -0.55 0.31 1.46
C 1.61 0.63 0.16
N -1.82 1.71 -2.95
O -0.54 -2.55 0.89
S -0.85 2.11 -1.78
H 0.80 -1.73 1.81
H 1.46 -2.38 0.19
H -1.08 -0.08 -1.66
H -1.02 -2.59 0.06
H -1.38 -0.33 1.47
H -0.97 1.30 1.32
H -0.11 0.12 2.44
H 1.71 1.55 0.64
H 1.75 0.83 -0.83
H 2.36 0.08 0.60
H -1.77 2.34 -3.70
```

Summary:
HOMO-LUMO gap (spin up / spin down) = 8.065 / 7.903 eV
HOMO energy (spin up / spin down) = -8.23 / -8.15 eV
net charge = 0

Here are the Löwdin charges for atoms 1 to 6, given in e: -0.0745 -0.3157 -0.3812 -0.1010 -0.0869 -0.4299

***

Least stable = x